Entry 1:
# C53H44ClF3PReSSbSi

C53H44ClF3PReSSbSi as an isolated structure (ωB97M-V/def2-TZVPD, OMol25).

Structure (ORCA input):
```
! wB97M-V def2-TZVPD RIJCOSX def2/J DEFGRID3
* xyz 2 2
Re 0.0728 0.0002 0.4578
Cl 2.6608 -0.8644 1.0184
C 2.7784 -0.2631 2.6530
C 4.0249 0.0820 3.1377
C 4.1205 0.5460 4.4429
C 2.9867 0.6610 5.2335
C 1.7460 0.3113 4.7254
C 1.6237 -0.1624 3.4196
P 0.0123 -0.6564 2.7567
C -1.2376 0.2079 3.7237
C -1.5991 1.5032 3.3625
C -2.5388 2.1946 4.1062
C -3.1262 1.5913 5.2115
C -2.7669 0.3022 5.5776
C -1.8217 -0.3916 4.8377
C -0.1514 -2.4262 3.0778
C 0.9299 -3.1916 3.5085
C 0.7759 -4.5590 3.6938
C -0.4502 -5.1586 3.4535
C -1.5307 -4.3927 3.0330
C -1.3846 -3.0301 2.8431
H 4.9004 -0.0156 2.5123
H 5.0888 0.8168 4.8394
H 3.0679 1.0223 6.2489
H 0.8622 0.4077 5.3419
H -1.1446 1.9722 2.4964
H -2.8175 3.2011 3.8205
H -3.8672 2.1269 5.7889
H -3.2250 -0.1661 6.4382
H -1.5511 -1.4015 5.1188
H 1.8902 -2.7323 3.7046
H 1.6139 -5.1521 4.0335
H -0.5695 -6.2232 3.6035
H -2.4907 -4.8592 2.8604
H -2.2279 -2.4356 2.5211
C -2.3568 0.1118 -2.0331
Si -2.2869 0.5149 -0.1829
C -2.7231 2.3366 0.0486
C -3.5746 -0.4926 0.7696
C -4.5150 0.1587 1.5724
C -5.5155 -0.5393 2.2303
C -5.6084 -1.9159 2.0892
C -4.6926 -2.5842 1.2875
C -3.6907 -1.8774 0.6430
H -3.2557 0.5560 -2.4660
H -2.3990 -0.9647 -2.1996
H -1.4991 0.4938 -2.5893
H -3.7396 2.5055 -0.3110
H -2.0703 2.9671 -0.5600
H -2.6723 2.6707 1.0838
H -4.4712 1.2325 1.6996
H -6.2303 -0.0073 2.8434
H -6.3951 -2.4626 2.5906
H -4.7652 -3.6567 1.1619
H -2.9835 -2.4189 0.0227
S 1.1641 2.0496 0.2012
Sb 0.5058 4.3046 -0.0251
C -0.3797 4.6076 -1.8946
C -0.7883 5.8916 -2.2323
C -1.3715 6.1114 -3.4698
C -1.5445 5.0563 -4.3539
C -1.1335 3.7767 -4.0102
C -0.5478 3.5472 -2.7754
C -0.7091 5.0508 1.5023
C -0.1518 5.2015 2.7671
C -0.9187 5.7462 3.7846
C -2.2241 6.1448 3.5299
C -2.7717 5.9986 2.2623
C -2.0154 5.4457 1.2412
C 2.3321 5.3078 0.1826
C 3.5434 4.6375 0.2765
C 4.7138 5.3687 0.4089
C 4.6702 6.7539 0.4436
C 3.4558 7.4194 0.3513
C 2.2808 6.6972 0.2231
H -0.6603 6.7223 -1.5482
H -1.6898 7.1075 -3.7431
H -2.0004 5.2339 -5.3177
H -1.2653 2.9588 -4.7045
H -0.2180 2.5502 -2.5072
H 0.8747 4.9105 2.9617
H -0.4939 5.8710 4.7707
H -2.8162 6.5808 4.3226
H -3.7859 6.3188 2.0674
H -2.4457 5.3286 0.2532
H 3.5834 3.5557 0.2410
H 5.6623 4.8551 0.4794
H 5.5863 7.3193 0.5433
H 3.4229 8.4993 0.3808
H 1.3359 7.2266 0.1678
F -1.7522 -9.0014 -1.3117
C -0.6574 -8.4880 -1.8977
F -0.7900 -8.6660 -3.2180
F 0.3959 -9.2025 -1.4890
C -0.5176 -7.0250 -1.5592
C 0.5693 -6.5666 -0.8288
C 0.6626 -5.2259 -0.5120
C -0.3365 -4.3419 -0.9353
C -1.4274 -4.8129 -1.6826
C -1.5138 -6.1544 -1.9897
C -0.2610 -2.9802 -0.5775
C -0.1751 -1.8154 -0.1937
H 1.3361 -7.2579 -0.5109
H 1.4997 -4.8520 0.0613
H -2.1895 -4.1224 -2.0158
H -2.3467 -6.5321 -2.5660
*
```

HOMO (alpha / beta): -13.123 / -13.018 eV
Energy: -113004.6635 eV
ΔE to the lowest compared entry with this formula, charge and spin: 0.000 eV
Frontier orbital gap (alpha / beta): 0.206 / 0.216 hartree
LUMO (alpha / beta): -7.5 / -7.1 eV
<S²>: 0.80

***

Entry 2:
# C21H21CdN5O8S4

C21H21CdN5O8S4 as an isolated structure (ωB97M-V/def2-TZVPD, OMol25).

Structure (ORCA input):
```
! wB97M-V def2-TZVPD RIJCOSX def2/J DEFGRID3
* xyz -2 1
Cd 0.9591 0.1663 0.1331
N 2.5931 2.4975 3.2312
C 2.3148 1.4212 2.4174
S 3.0436 1.4378 0.8482
N 1.6375 0.4459 2.9377
N 1.2957 -0.5772 2.1252
C 0.9297 -1.6802 2.6769
C 0.5813 -2.8856 1.9904
C 0.0609 -3.9239 2.7670
C -0.2380 -5.1629 2.2487
C 0.0325 -5.3986 0.9037
C 0.5313 -4.4029 0.1043
C 0.7852 -3.0780 0.5768
O 1.1819 -2.1779 -0.2308
H 2.9065 3.2970 2.6961
H 1.8068 2.7345 3.8234
H 0.9263 -1.7305 3.7744
H -0.1259 -3.7159 3.8145
H -0.6642 -5.9371 2.8734
H -0.1662 -6.3773 0.4794
H 0.7344 -4.6087 -0.9402
C -3.5680 -0.0691 0.5283
C -3.7088 -1.5564 0.2573
S -2.0961 -2.4256 0.0868
C -2.1173 -2.9405 -1.6790
C -0.9667 -2.4350 -2.5311
S -0.6039 -0.6507 -2.5562
C -2.1163 0.1032 -3.2659
C -3.2591 0.3427 -2.2863
S -2.5921 0.9108 -0.6623
H -3.0102 0.0800 1.4531
H -4.5568 0.3912 0.6185
H -4.3088 -1.7691 -0.6286
H -4.2021 -2.0174 1.1165
H -3.0792 -2.6501 -2.0984
H -2.0597 -4.0315 -1.6444
H -1.1102 -2.7768 -3.5602
H -0.0280 -2.8259 -2.1406
H -2.4409 -0.5082 -4.1099
H -1.7490 1.0596 -3.6333
H -3.8394 -0.5595 -2.1219
H -3.9248 1.1210 -2.6656
O 0.1308 3.4214 2.1610
C -0.0563 2.7955 1.1164
O -0.4665 1.6047 1.0380
C 0.1274 3.5787 -0.1927
C 0.0139 4.9308 -0.1006
C 0.0116 5.7577 -1.2487
C 0.0665 5.1612 -2.4996
C 0.2282 3.7927 -2.6333
C 0.3633 2.9135 -1.4665
O 0.6431 1.7126 -1.5835
N 0.2070 3.2764 -3.9466
O -0.1758 4.0294 -4.8514
O 0.5361 2.1232 -4.1726
N -0.0913 7.1476 -1.1302
O -0.2164 7.6446 -0.0118
O -0.0525 7.8391 -2.1520
H -0.0969 5.3725 0.8806
H -0.0122 5.7748 -3.3874
*
```

HOMO: -2.012 eV
Energy: -93851.6503 eV
ΔE to the lowest compared entry with this formula, charge and spin: 0.715 eV
Frontier orbital gap: 0.223 hartree
LUMO: 4.0 eV

***

Entry 3:
# C3H7O3

A 2-piece molecular cluster, C3H7O3 overall (ωB97M-V/def2-TZVPD, OMol25).

Structure (ORCA input):
```
! wB97M-V def2-TZVPD RIJCOSX def2/J DEFGRID3
* xyz -1 1
C -0.7813 -0.1473 -1.5507
C -1.2866 0.8739 -0.5049
O -2.4032 1.3806 -0.7607
O -0.5319 1.1550 0.4619
H -1.5856 -0.3168 -2.2585
H -0.5887 -1.1520 -1.1515
H 0.1350 0.2098 -2.0256
C 1.4088 -1.3749 1.0389
O 2.8147 -1.2929 1.2953
H 3.1379 -0.5768 0.7447
H 1.0636 -2.2785 1.5491
H 0.7594 -0.5955 1.4331
H 1.2417 -1.5030 -0.0280
*
```

HOMO: -3.909 eV
Energy: -9367.9722 eV
ΔE to the lowest compared entry with this formula, charge and spin: 1.186 eV
Frontier orbital gap: 0.280 hartree
LUMO: 3.7 eV

***

Entry 4:
# C4H10NO3

A 2-piece molecular cluster, C4H10NO3 overall (ωB97M-V/def2-TZVPD, OMol25).

Structure (ORCA input):
```
! wB97M-V def2-TZVPD RIJCOSX def2/J DEFGRID3
* xyz -1 1
C 0.9898 -0.4137 1.9753
C 0.0977 0.1595 0.8210
C 1.0702 0.9014 -0.1448
N -0.4734 -0.9258 0.0562
C -1.8619 -0.7289 -0.4279
O -2.1802 -1.5194 -1.3371
O -2.5064 0.2352 0.0317
H 0.9755 0.4477 2.6752
H 0.4932 -1.1622 2.5869
H 2.0242 -0.6759 1.7854
H -0.6464 0.7665 1.3366
H 2.0951 0.6467 0.1112
H 0.9057 1.9686 -0.2936
H 0.9961 0.4610 -1.1388
H -0.4276 -1.8605 0.4308
H -1.2068 0.2067 -2.7485
H 0.1593 0.8030 -2.5159
O -0.5041 0.6903 -3.2037
*
```

HOMO: -4.162 eV
Energy: -11944.2518 eV
ΔE to the lowest compared entry with this formula, charge and spin: 1.145 eV
Frontier orbital gap: 0.288 hartree
LUMO: 3.7 eV